Version a
C31H30N4O10PV as an isolated structure, computed with the ωB97M-V functional and the def2-TZVPD basis.

```
77
Properties=species:S:1:pos:R:3:lowdin_spin:R:1
V 0.11088 1.04167 -0.27401 1.121
O 0.56369 2.88580 0.53898 0.004
C 0.55318 3.99803 -0.38048 0.001
C 1.09173 3.47775 -1.68894 0.001
N 0.28128 2.32219 -2.15389 -0.012
C 0.96330 1.73980 -3.35876 0.000
C -0.48377 -0.32765 -2.77966 -0.002
O 0.11872 -1.66833 -3.57668 -0.008
O -1.68655 -0.23445 -2.60963 0.001
C -1.10422 2.74356 -2.49067 0.001
C -2.13722 2.28446 -1.47026 0.002
O -3.29021 2.55405 -1.57565 -0.005
O -1.60631 1.61383 -0.42878 -0.007
H -0.08772 3.03949 1.27658 0.001
H 1.19176 4.78746 0.01259 0.000
H -0.46610 4.37871 -0.47042 0.000
H 2.11433 3.12941 -1.54119 0.000
H 1.09680 4.27485 -2.43883 0.000
H 2.00399 1.57020 -3.08462 0.000
H 0.95396 2.49542 -4.14951 0.000
H -1.41107 2.32573 -3.44292 0.000
H -1.16740 3.82968 -2.57330 0.000
C -0.43230 0.57317 -5.17545 0.000
C 0.31151 0.44777 -3.86445 -0.004
N 0.41433 -0.34304 -1.54319 -0.071
C 1.75509 -0.61331 -1.74943 0.009
C 2.22768 -0.88721 -2.97394 -0.035
N 1.18154 -0.82296 -3.96774 -0.002
C 3.56983 -1.12127 -3.57919 -0.004
O 4.60751 -1.32084 -2.80499 -0.001
O 3.62252 -1.14252 -4.78839 -0.008
C 2.62484 -0.14229 -0.62114 0.006
O 3.75604 -0.52500 -0.41996 0.009
O 2.00092 0.79213 0.03739 0.022
H -1.29774 1.22358 -5.06456 0.000
H -0.80878 -0.39792 -5.48958 0.000
H 0.21767 0.98798 -5.94818 0.000
H 1.57278 -1.05759 -4.89067 0.000
H 4.37809 -1.21753 -1.84481 0.000
O -2.34614 1.48229 2.49561 0.000
N -1.42755 2.51821 2.56707 0.001
C -0.47751 2.26619 3.37755 0.001
C -0.23192 1.00846 4.10137 0.000
C 0.03741 1.10299 5.46384 0.000
C 0.27064 -0.03268 6.22035 0.000
C 0.26547 -1.27391 5.60197 0.000
C 0.04417 -1.36768 4.23664 0.000
C -0.21017 -0.23449 3.46351 0.000
P -0.46447 -0.51940 1.66861 -0.010
C -2.14379 -1.18488 1.51376 -0.002
C -2.67401 -1.33402 0.23253 -0.001
C -3.93895 -1.87725 0.06277 0.000
C -4.68536 -2.26080 1.16580 -0.001
C -4.16702 -2.09719 2.44302 0.000
C -2.90196 -1.56119 2.62182 -0.001
C 0.67797 -1.91255 1.35288 -0.002
C 0.29007 -2.96432 0.52554 -0.001
C 1.18014 -3.99149 0.24604 0.000
C 2.45412 -3.97865 0.79635 -0.001
C 2.84357 -2.93225 1.62108 0.000
C 1.96279 -1.89841 1.89343 -0.001
H -2.93549 1.71461 1.76276 0.000
H 0.21827 3.08739 3.52124 0.000
H 0.04651 2.07911 5.93285 0.000
H 0.46035 0.05165 7.28150 0.000
H 0.45138 -2.17204 6.17524 0.000
H 0.07976 -2.34169 3.76652 0.000
H -2.12405 -1.03221 -0.64890 0.000
H -4.33707 -1.98744 -0.93710 0.000
H -5.67440 -2.67878 1.03290 0.000
H -4.75136 -2.38225 3.30770 0.000
H -2.52821 -1.42230 3.62594 0.000
H -0.70481 -2.98686 0.09975 0.000
H 0.87259 -4.80630 -0.39587 0.000
H 3.14338 -4.78498 0.58309 0.000
H 3.83945 -2.91103 2.04253 0.000
H 2.28160 -1.07872 2.52662 0.000
```

HOMO energy (alpha / beta) ... -11.83 / -11.80 eV
Spin multiplicity ... 2
Molar mass ... 700.52 g/mol
Net charge ... +1
⟨S²⟩ ... 0.796

***

Version b
C31H30N4O10PV as an isolated structure, computed with the ωB97M-V functional and the def2-TZVPD basis.

```
77
Properties=species:S:1:pos:R:3:lowdin_spin:R:1
V 0.68896 0.28518 -1.36835 0.009
O 0.15745 2.43140 1.72092 0.000
C 1.26018 1.69527 2.20431 0.000
C 3.65713 1.27184 1.16639 0.000
N 3.14314 0.14622 0.39874 0.000
C 3.89294 -0.12651 -0.81142 0.000
C 3.05519 0.45335 -1.97941 0.000
O 3.29414 1.52934 -2.46907 -0.001
O 2.06305 -0.31258 -2.25520 0.006
C 2.72463 -1.02194 1.13721 0.000
C 1.30302 -1.56291 0.82930 0.000
O 0.99946 -2.65157 1.26280 0.000
O 0.46283 -0.79466 0.18893 0.000
H 0.16473 3.31797 2.10429 0.000
H 1.13537 0.71560 1.75331 0.000
H 1.19172 1.59384 3.29624 0.000
H 4.33685 0.89589 1.94539 0.000
H 4.24258 1.88229 0.47621 0.000
H 4.00619 -1.20365 -0.97745 0.000
H 4.87378 0.35917 -0.82036 0.000
H 2.72184 -0.81315 2.21388 0.000
H 3.41124 -1.86720 0.98222 0.000
C 3.33913 2.71766 3.17000 0.000
C 2.66932 2.28061 1.85913 0.000
N 1.17896 1.61412 -0.53451 0.009
C 1.50008 2.79526 -0.93546 0.003
C 2.17358 3.73867 -0.18611 0.002
N 2.55891 3.50063 1.07973 0.002
C 2.56931 5.17169 -0.55978 0.000
O 2.40964 5.59351 -1.77084 0.000
O 3.04374 5.84098 0.32955 0.000
C 0.99761 2.80218 -2.43691 0.001
O 1.11745 3.80316 -3.10717 0.002
O 0.46484 1.70112 -2.72022 0.005
H 3.50437 1.87146 3.83244 0.000
H 2.72152 3.44680 3.68807 0.000
H 4.30178 3.17600 2.96494 0.000
H 3.01620 4.33477 1.46928 0.000
H 1.97085 4.95122 -2.40316 0.000
O -1.72889 1.38573 -0.32940 0.064
N -1.30715 0.29913 -1.16971 0.057
C -1.98515 0.35601 -2.40038 0.408
C -3.02323 -0.56268 -2.57371 0.035
C -3.88339 -0.71513 -3.68209 0.112
C -4.93483 -1.59946 -3.59499 -0.013
C -5.16053 -2.35356 -2.44241 0.140
C -4.30456 -2.24790 -1.35187 -0.012
C -3.24881 -1.36600 -1.41574 0.114
P -1.80007 -1.18822 -0.35060 0.014
C -2.33777 -0.85676 1.32767 0.002
C -3.60256 -0.27707 1.44046 0.002
C -4.11081 0.00387 2.69261 0.000
C -3.35568 -0.27305 3.82225 0.000
C -2.10483 -0.85941 3.70456 0.000
C -1.59264 -1.17069 2.45764 0.000
C -1.04733 -2.77720 -0.76154 0.002
C -1.56182 -3.82298 -0.00332 0.003
C -1.12257 -5.11084 -0.23205 -0.001
C -0.18187 -5.34559 -1.22267 0.003
C 0.31479 -4.29997 -1.98659 0.000
C -0.12127 -3.00256 -1.76861 0.005
H -1.00892 1.65001 0.28920 0.002
H -1.81710 1.23205 -3.01046 0.016
H -3.71216 -0.13566 -4.57636 0.004
H -5.60701 -1.70876 -4.43121 -0.003
H -5.99682 -3.03300 -2.40194 0.008
H -4.47816 -2.82833 -0.45818 -0.003
H -4.17709 -0.05305 0.55300 0.001
H -5.09203 0.44364 2.78394 0.000
H -3.74705 -0.03096 4.79739 0.000
H -1.52514 -1.07621 4.58803 0.000
H -0.64373 -1.67249 2.36812 0.000
H -2.28235 -3.60735 0.77241 0.000
H -1.51558 -5.92348 0.35916 0.000
H 0.17262 -6.35000 -1.39436 0.000
H 1.04185 -4.49839 -2.76020 0.000
H 0.26592 -2.18669 -2.37591 0.002
```

HOMO energy (alpha / beta) ... -10.69 / -10.70 eV
Spin multiplicity ... 2
Molar mass ... 700.52 g/mol
Net charge ... +1
⟨S²⟩ ... 0.794

***

Decreasing stability: version a, version b